DFT (wB97M-V/def2-TZVPD) results for C7H10BF4NPb as an isolated structure.

Structure (XYZ):
```
24
Properties=species:S:1:pos:R:3:nbo_charge:R:1
H -1.76 0.41 -2.46 0.2267
Pb 0.85 0.06 1.04 1.5324
F 0.63 1.28 3.27 -0.5836
C 0.25 2.59 -0.83 -0.2275
H -1.99 2.40 -0.60 0.2420
C -1.06 2.04 -1.07 -0.3414
B -0.07 0.26 4.01 1.3545
H 0.79 -2.03 -2.17 0.1662
F 0.40 -0.95 3.31 -0.5894
F 0.26 0.35 5.33 -0.5303
H -1.01 -3.17 -1.06 0.2236
H 2.25 2.10 -1.81 0.2335
H 1.89 -2.74 -0.81 0.1755
C 0.87 -2.57 -1.21 -0.2690
C 1.17 1.88 -1.69 -0.2150
C -0.31 -2.60 -0.43 -0.3241
F -1.44 0.38 3.80 -0.5503
H -1.62 -0.77 0.51 0.4052
H 0.84 0.27 -3.23 0.2333
C 0.44 0.92 -2.44 -0.3382
H -0.19 -3.26 0.46 0.1962
C -0.94 1.01 -2.05 -0.0322
H 0.51 3.43 -0.17 0.2412
N -0.73 -1.29 0.28 -1.2294
```

multiplicity = 1
E_LUMO (spin up / spin down) = -1.2 / -3.0 eV
M = 402.17 g mol⁻¹
ΔE to the lowest compared entry with this formula, charge and spin = 0.000 eV